Molecular formula: C2H2BO5
Method: DFT, ωB97M-V/def2-TZVPD

Values from the calculation:
* orbital gap: 0.3031 Ha
* HOMO: -4.663 eV
* DFT total energy: -13024.276 eV

ORCA input file:
```
! wB97M-V def2-TZVPD RIJCOSX def2/J DEFGRID3
* xyz -1 1
B 0.968 -0.298 -0.056
C -0.578 -0.742 -0.161
C -1.475 0.561 0.023
O -2.648 0.268 0.298
O -1.045 1.809 -0.019
O -1.145 -1.840 -0.165
O 1.884 -1.295 0.295
O 1.248 0.948 -0.193
H 2.719 -1.040 0.066
H 0.070 1.629 -0.088
*
```

Mulliken population analysis, charges in e, atoms 1 to 2: 0.391 0.465